Record 1
{
  "formula": "C2H5NS3",
  "method": "wB97M-V/def2-TZVPD",
  "species": ["S", "S", "S", "N", "C", "C", "H", "H", "H", "H", "H"],
  "xyz": [[0.1192, -1.6615, 0.1833], [-1.8405, -0.7573, 2.0533], [-0.7092, 1.5411, -1.5609], [-0.8286, 0.8231, 0.1100], [-0.9999, -0.4838, 0.7148], [1.5985, -0.5300, -0.1196], [2.2954, -1.3826, 0.1735], [-1.9580, 1.0611, -1.8179], [-1.3668, 1.5469, 0.6918], [1.7586, 0.1089, 0.8221], [1.9312, -0.2659, -1.2504]],
  "forces_ev_per_a": [[1.19, 0.76, -1.19], [-1.15, 0.24, 0.56], [-0.91, -2.22, 1.94], [-1.73, 1.58, 1.64], [1.25, 2.44, -1.59], [1.84, -2.51, 0.14], [-0.07, 1.05, -0.74], [0.47, 0.47, -0.53], [1.04, -1.67, -1.09], [-0.60, -0.15, -2.12], [-1.32, 0.01, 3.00]],
  "nbo_charge": [0.32, -0.02, 0.18, -0.79, -0.19, -0.78, 0.22, 0.13, 0.40, 0.26, 0.26],
  "e_lumo_ev": -0.1,
  "smiles": "CSC(=S)NS",
  "homo_energy_ev": -8.509,
  "homo_lumo_gap_ev": 8.423
}

***

Record 2
{
  "formula": "C26H33N3O6S",
  "method": "wB97M-V/def2-TZVPD",
  "species": ["S", "O", "O", "O", "O", "O", "O", "N", "N", "N", "C", "C", "C", "C", "C", "C", "C", "C", "C", "C", "C", "C", "C", "C", "C", "C", "C", "C", "C", "C", "C", "C", "C", "C", "C", "C", "H", "H", "H", "H", "H", "H", "H", "H", "H", "H", "H", "H", "H", "H", "H", "H", "H", "H", "H", "H", "H", "H", "H", "H", "H", "H", "H", "H", "H", "H", "H", "H", "H"],
  "xyz": [[-4.1646, 0.5269, 1.0672], [-3.2221, 1.3282, 1.7955], [-5.4491, 0.2833, 1.6560], [3.6414, -1.0942, -2.0356], [0.7043, -0.8107, 1.5022], [-1.6403, -4.6106, -0.4087], [-4.3089, 3.9145, -0.9183], [-4.4349, 1.1143, -0.4868], [-0.1199, -2.7240, 0.5877], [3.7520, -0.8930, 0.2377], [-2.3870, -5.6781, -0.9490], [2.2564, -2.5668, 0.9157], [0.5465, 1.7227, -1.2359], [-4.2117, -2.0236, 0.1196], [4.5797, 0.2630, 0.3126], [6.2601, 2.4490, 0.4131], [4.8881, 2.6230, 0.4243], [-2.0514, -1.2275, 0.8286], [2.6185, -2.7539, -0.5616], [-5.6383, 1.9046, -0.6668], [2.5214, 1.7214, 0.3611], [-1.4795, -2.4373, 0.4645], [-2.2936, -3.4562, -0.0795], [-3.2703, 1.7261, -1.0975], [2.0578, 1.8653, -1.0989], [-3.1231, 3.1895, -0.6676], [4.0183, 1.5396, 0.3816], [-5.4035, 3.3518, -0.2286], [2.0596, 2.8980, 1.2219], [-3.4088, -1.0373, 0.6482], [3.3943, -1.4844, -0.9180], [-3.6538, -3.2404, -0.2431], [6.8004, 1.1767, 0.3536], [3.3446, -1.6130, 1.4252], [0.8748, -1.9171, 1.0477], [5.9556, 0.0841, 0.3009], [0.1240, -3.6491, 0.2584], [-2.3935, 1.1534, -0.7976], [2.0564, 0.8192, 0.7641], [0.2582, 1.7407, -2.2848], [2.5706, 2.8871, 2.1824], [2.3765, 2.8361, -1.4858], [-2.8799, 3.2209, 0.4031], [6.9104, 3.3109, 0.4458], [-5.2159, 3.3681, 0.8557], [0.0281, 2.5292, -0.7239], [2.5455, 1.0959, -1.7009], [-1.4564, -0.4420, 1.2642], [2.2519, -3.5094, 1.4681], [1.7622, -2.8679, -1.2246], [-5.9077, 1.8692, -1.7272], [-3.1502, -6.0260, -0.2474], [-1.6683, -6.4765, -1.1261], [-5.2665, -1.8371, 0.0072], [6.3566, -0.9173, 0.2382], [2.9515, -0.9212, 2.1751], [-3.3928, 1.6644, -2.1838], [-4.2873, -4.0106, -0.6515], [4.4863, 3.6231, 0.4632], [-6.4208, 1.4425, -0.0663], [-6.2659, 3.9781, -0.4631], [2.2529, 3.8508, 0.7340], [-2.8572, -5.3973, -1.8955], [0.2198, 0.7788, -0.8039], [-2.3390, 3.6843, -1.2429], [3.2819, -3.6088, -0.7085], [0.9920, 2.8211, 1.4081], [7.8707, 1.0354, 0.3409], [4.1926, -2.1603, 1.8563]],
  "forces_ev_per_a": [[-0.01, -0.34, -0.54], [0.23, -0.14, -0.14], [-0.15, -0.10, -0.17], [0.09, 0.03, -0.26], [-0.18, 0.32, 0.14], [0.11, 0.50, 0.21], [-0.05, 0.09, -0.17], [0.01, -0.46, 0.92], [-0.10, -0.43, -0.12], [0.01, 0.27, 0.39], [-0.10, -0.25, -0.12], [0.07, 0.20, 0.10], [0.21, 0.08, -0.09], [-0.04, -0.02, 0.03], [0.24, 0.18, -0.10], [0.06, 0.04, -0.03], [-0.01, -0.03, 0.01], [0.12, 0.11, 0.12], [0.10, 0.03, -0.09], [-0.39, 0.43, 0.25], [0.03, 0.16, -0.14], [-0.35, -0.04, -0.09], [0.10, 0.20, 0.10], [0.42, 0.40, -0.08], [-0.18, -0.23, 0.12], [0.25, -0.20, -0.02], [-0.05, -0.19, 0.08], [-0.24, -0.20, -0.04], [0.03, -0.27, -0.05], [-0.20, 0.35, 0.11], [-0.30, -0.41, -0.33], [0.07, -0.06, 0.00], [0.08, -0.03, 0.01], [-0.05, -0.14, 0.38], [0.36, -0.49, -0.04], [-0.06, 0.01, 0.00], [0.10, 0.18, 0.06], [0.18, 0.05, -0.19], [0.10, 0.06, -0.04], [-0.11, 0.01, -0.09], [-0.01, 0.06, 0.12], [0.10, 0.04, -0.02], [0.02, 0.07, -0.15], [0.05, 0.07, 0.00], [-0.06, 0.07, -0.06], [-0.15, 0.09, 0.07], [0.03, 0.06, -0.03], [0.10, -0.01, 0.00], [0.00, 0.06, -0.02], [0.06, 0.00, -0.03], [0.02, -0.03, 0.08], [0.03, 0.03, -0.02], [-0.10, 0.03, -0.01], [-0.17, -0.07, -0.07], [0.02, -0.10, -0.01], [0.05, -0.10, -0.08], [0.05, -0.04, 0.08], [-0.03, -0.09, -0.04], [-0.07, 0.12, 0.03], [-0.14, 0.12, -0.16], [0.00, -0.07, 0.10], [0.02, 0.15, -0.03], [0.01, 0.01, 0.05], [-0.10, -0.13, 0.06], [0.03, -0.09, 0.07], [0.00, 0.02, -0.03], [-0.12, 0.07, 0.03], [0.08, -0.01, 0.00], [-0.09, 0.02, -0.01]],
  "nbo_charge": [2.32, -0.94, -0.94, -0.61, -0.60, -0.51, -0.52, -0.68, -0.63, -0.46, -0.25, -0.32, -0.61, -0.11, 0.11, -0.20, -0.23, -0.23, -0.49, -0.26, -0.28, 0.18, 0.28, -0.26, -0.39, -0.10, 0.10, -0.09, -0.61, -0.36, 0.69, -0.31, -0.22, -0.20, 0.70, -0.20, 0.42, 0.22, 0.24, 0.21, 0.21, 0.19, 0.19, 0.21, 0.17, 0.20, 0.23, 0.28, 0.23, 0.23, 0.20, 0.18, 0.20, 0.23, 0.21, 0.23, 0.21, 0.23, 0.21, 0.24, 0.20, 0.20, 0.18, 0.20, 0.20, 0.23, 0.22, 0.21, 0.19],
  "e_lumo_ev": 0.3,
  "smiles": "CC[C@H](C)c1ccccc1N1C[C@@H](C(=O)Nc2cc(S(=O)(=O)N3CCOCC3)ccc2OC)CC1=O",
  "homo_energy_ev": -8.657,
  "homo_lumo_gap_ev": 8.967
}

***

Record 3
{
  "formula": "C46H39BIInN15PSSe",
  "method": "wB97M-V/def2-TZVPD",
  "species": ["I", "In", "Se", "S", "P", "N", "N", "N", "N", "N", "N", "N", "N", "N", "N", "N", "N", "N", "N", "N", "C", "C", "C", "C", "C", "C", "C", "C", "C", "C", "C", "C", "C", "C", "C", "C", "C", "C", "C", "C", "C", "C", "C", "C", "C", "C", "C", "C", "C", "C", "C", "C", "C", "C", "C", "C", "C", "C", "C", "C", "C", "C", "C", "C", "C", "C", "B", "H", "H", "H", "H", "H", "H", "H", "H", "H", "H", "H", "H", "H", "H", "H", "H", "H", "H", "H", "H", "H", "H", "H", "H", "H", "H", "H", "H", "H", "H", "H", "H", "H", "H", "H", "H", "H", "H", "H"],
  "xyz": [[3.6945, -5.0941, 3.5035], [-0.4812, -0.3394, -0.3184], [1.8614, -3.9191, -5.6092], [-0.3516, 4.0647, -5.5573], [1.1748, 0.9953, 2.2852], [-1.7842, -0.8050, -1.8868], [-3.2507, 1.2584, -0.1323], [1.4158, -2.8391, -4.2107], [2.6204, 0.7939, -4.0639], [0.7441, -0.2691, 1.4729], [1.6041, 0.8046, -2.0606], [-6.0914, 0.8714, 0.1737], [-0.2901, 3.0733, -3.1733], [-2.0688, -1.7646, 0.4582], [-5.3710, 0.0347, -0.6898], [-3.2067, -0.5006, -1.8712], [-1.8792, 1.4611, -0.4393], [-3.4404, -1.3248, 0.3926], [0.6080, -3.3081, -2.0435], [1.3662, -5.4945, -4.8958], [1.6791, 3.4515, 1.0926], [-1.2687, 3.7098, 4.1478], [-4.0897, -1.7902, 1.5015], [2.0392, -0.8683, 4.1159], [-1.0502, 3.8056, -3.9336], [2.4891, 4.3212, 0.3290], [3.1439, -0.1804, 6.1666], [4.1036, 2.6017, 0.0141], [0.7616, 2.4482, -3.8466], [2.6453, -0.1672, -2.0863], [-2.0045, -2.6143, 1.5528], [4.2519, -1.1119, -3.6731], [-2.4263, 2.9739, 4.3451], [-1.3040, 0.9733, 3.4725], [3.6149, 3.8928, -0.3200], [-2.7822, 3.4117, 0.2499], [1.0296, -5.1885, -3.6164], [3.4114, 1.7968, 0.9184], [-7.4771, -0.7182, -0.7421], [2.6040, -1.1735, 5.3617], [-6.1918, -0.9078, -1.2601], [3.2512, -0.8829, -1.0251], [2.1260, 0.4530, 3.6420], [0.3787, -4.2975, -1.1817], [4.9014, -1.7670, -2.6339], [1.6152, 1.3893, -3.2853], [-0.2161, 1.7953, 3.1553], [3.2895, 1.0906, 5.6636], [-1.4157, -1.0877, -3.1459], [3.2318, -0.2379, -3.3859], [-2.4956, -1.0166, -4.0083], [-7.3536, 0.3598, 0.1989], [4.4548, -3.3631, 2.7768], [-3.5719, -0.5656, -3.1623], [0.2750, -5.6895, -1.4416], [-3.7654, 2.4334, 0.3369], [-1.6323, 2.7441, -0.2672], [2.8021, 1.4000, 4.3931], [0.5744, -6.1631, -2.6657], [-3.2230, -2.6168, 2.2111], [-0.1367, 3.1069, 3.6130], [0.8775, 2.9637, -5.1536], [0.9776, -3.7009, -3.2718], [4.4182, -1.5730, -1.3020], [-2.3585, 1.5624, 4.1240], [2.1647, 2.2024, 1.4311], [-3.8666, -0.0936, -0.5869], [5.0124, 2.2374, -0.4290], [-5.8075, -1.5729, -1.9902], [5.0556, -1.9840, -0.5002], [-3.4585, -3.2309, 3.0954], [-0.0469, -6.2423, -0.5852], [0.4464, -7.1982, -2.9461], [-0.3789, -1.2940, -3.3483], [0.2868, -4.0029, -0.1437], [2.7242, -0.8574, -0.1018], [-4.7951, 2.5462, 0.6481], [5.8339, -2.2943, -2.8765], [3.8223, 0.8175, 1.0749], [2.0978, 5.3258, 0.2068], [-5.1274, -1.5447, 1.5841], [3.8552, -2.8226, 2.0861], [3.3544, -0.3958, 7.2058], [2.6148, -2.1562, 5.7683], [-3.3523, 3.4840, 4.5850], [-2.5629, -1.2892, -5.0735], [5.4933, -3.1892, 3.0359], [-0.6662, 3.1504, -0.5555], [3.7692, 1.9254, 6.1473], [-3.1380, 0.9557, 4.4839], [-2.8466, 4.4022, 0.5454], [-1.1731, 4.7518, 4.4073], [4.0321, 4.4549, -1.1197], [-2.0223, 4.2044, -3.5811], [-1.0812, -3.1095, 1.8432], [1.6384, 2.7101, -5.8673], [4.4899, -1.2024, -4.7093], [0.8291, 3.7137, 3.4720], [3.0028, 2.4503, 4.0829], [-8.3714, -1.3472, -0.8904], [-1.2901, -0.0508, 3.0623], [1.5784, -1.5984, 3.4400], [-8.1816, 0.8676, 0.6888], [0.6671, 3.7318, 1.4663], [2.8923, 1.0873, -4.9708], [-4.5524, -0.2448, -3.3932]],
  "forces_ev_per_a": [[-0.20, -0.15, 0.06], [1.09, 1.01, 2.53], [-0.56, 0.18, 0.46], [-0.63, -0.52, 1.25], [-1.13, -0.45, -0.59], [-1.47, -0.04, -1.91], [1.40, 0.54, 0.40], [-0.44, -2.29, 0.08], [-1.23, 0.18, 0.23], [-1.28, -0.97, -2.69], [-0.01, -0.09, -1.38], [-1.15, -2.09, -0.16], [-0.43, -1.33, -0.15], [-1.99, -1.14, 2.14], [-1.14, 0.08, 0.35], [4.10, -0.67, -2.92], [-1.61, -0.04, 0.29], [1.90, 0.03, 1.64], [-0.05, -0.73, 1.93], [0.28, 1.64, 1.97], [0.15, 0.48, 0.31], [0.27, 0.04, 0.02], [1.34, -0.05, -1.75], [0.56, 0.24, -0.08], [1.09, -0.08, -0.10], [-1.88, 0.28, 0.21], [-0.25, 0.03, 0.22], [-0.80, 0.70, 0.22], [-0.68, 2.06, -1.57], [0.34, 0.30, -0.69], [-0.53, 2.12, -1.55], [0.36, -0.04, -0.18], [0.72, -1.15, -0.42], [0.64, 0.48, -0.88], [0.10, -1.84, 0.83], [0.77, -2.45, -0.74], [-0.51, 0.93, -1.69], [0.18, 0.72, -0.81], [0.54, -0.36, 0.49], [-0.44, 0.46, -0.54], [-1.24, 1.36, 1.56], [-0.52, 0.33, -1.52], [0.77, -0.60, 1.15], [0.23, 1.55, -0.55], [-0.48, 0.96, 0.11], [1.45, -1.94, 1.23], [0.86, 0.18, -0.22], [-0.11, 0.68, -0.97], [-0.97, 0.32, 0.87], [-1.51, 1.27, 2.56], [-1.91, 0.69, 0.56], [1.64, 0.19, -1.94], [0.58, -0.49, 0.51], [1.56, -0.81, -0.33], [0.22, 0.77, 0.15], [0.98, 0.17, -0.63], [-0.78, 0.63, 0.70], [0.71, 0.82, 0.64], [0.00, 0.33, -0.52], [-0.66, -0.79, 0.88], [1.13, 0.56, -0.36], [0.15, -0.94, 1.51], [0.99, -1.60, -1.57], [0.96, -0.75, -0.20], [-0.31, 1.61, 0.14], [0.37, 0.19, -0.57], [-0.01, 0.14, 1.48], [0.19, -0.14, -0.17], [0.13, -0.65, -0.29], [-0.76, 0.04, -0.30], [0.06, 0.58, -0.64], [-0.09, -0.75, 0.04], [0.21, -0.04, -0.08], [0.08, -0.16, -0.05], [-0.36, 0.23, 0.02], [0.18, 0.00, 1.03], [0.29, -0.33, -0.14], [-0.63, -0.02, 0.44], [-0.06, -0.31, 0.48], [0.13, -0.01, -0.37], [-0.35, -0.02, 0.38], [-0.12, 0.45, -0.34], [0.43, -0.10, -0.09], [-0.30, -0.79, -0.01], [0.08, -0.32, 0.48], [0.10, 0.46, 0.84], [-0.31, 0.27, -0.25], [-0.18, -0.17, 0.27], [0.10, -0.22, 0.66], [-1.19, -0.61, 0.07], [-0.19, 1.60, 0.37], [-0.40, 0.22, 0.03], [0.64, 0.58, -0.17], [0.94, 0.03, -0.44], [-0.19, 0.25, -0.24], [0.06, 0.02, -0.24], [0.77, -0.26, -0.49], [-1.73, -1.03, 0.39], [-0.52, -0.95, -0.20], [0.73, 0.60, -0.15], [-0.18, 0.42, 0.68], [0.12, 0.13, 0.55], [0.51, -0.11, 0.18], [1.13, 0.12, -0.57], [0.01, 0.24, -0.68], [-0.84, -0.08, -0.46]],
  "mulliken_spin": [0.10, 0.00, 0.00, 0.00, 0.00, 0.00, 0.00, 0.00, 0.00, 0.00, 0.00, 0.00, 0.00, 0.00, 0.00, 0.00, 0.00, 0.00, 0.00, 0.00, 0.00, 0.00, 0.00, 0.00, 0.00, 0.00, 0.00, 0.00, 0.00, 0.00, 0.00, 0.00, 0.00, 0.00, 0.00, 0.00, 0.00, 0.00, 0.00, 0.03, 0.00, -0.01, 0.00, 0.00, 0.00, 0.00, 0.00, 0.00, 0.00, 0.00, 0.00, 0.00, 0.77, 0.00, 0.00, 0.00, 0.00, 0.00, 0.00, 0.00, 0.00, 0.00, 0.00, 0.01, 0.00, 0.00, 0.00, 0.00, 0.00, 0.00, 0.00, 0.00, 0.00, 0.00, 0.00, 0.00, 0.00, 0.00, 0.00, 0.00, 0.00, 0.13, 0.00, -0.01, 0.00, 0.00, 0.00, 0.00, 0.00, 0.00, 0.00, 0.00, 0.00, 0.00, 0.00, 0.00, 0.00, 0.00, 0.00, 0.00, 0.00, -0.01, 0.00, 0.00, 0.00, 0.00],
  "charge": 1,
  "spin_multiplicity": 2,
  "e_lumo_ev": [-3.4, -3.4],
  "homo_energy_ev": [-9.796, -10.460],
  "homo_lumo_gap_ev": [6.353, 7.016]
}